100
Properties=species:S:1:pos:R:3 method="wB97M-V/def2-TZVPD" total_charge=-2 homo_energy_ev=-1.265
Rb -0.50 -0.93 -1.30
C -1.63 -4.04 -1.32
N -2.92 -3.39 -1.18
C -3.93 -3.45 -2.12
C -4.95 -2.71 -1.64
N -4.58 -2.20 -0.42
B -5.53 -1.33 0.47
N -5.06 0.16 0.47
C -4.56 0.80 1.58
C -4.33 2.09 1.27
N -4.69 2.24 -0.07
C -4.59 3.45 -0.85
C -5.14 1.04 -0.55
S -5.68 0.79 -2.13
C -3.32 -2.60 -0.14
S -2.38 -2.19 1.22
H -1.77 -5.11 -1.49
H -1.07 -3.89 -0.40
H -1.08 -3.62 -2.17
H -3.81 -3.99 -3.04
H -5.91 -2.47 -2.06
H -6.63 -1.40 -0.03
H -5.50 -1.72 1.61
H -4.38 0.26 2.49
H -3.94 2.91 1.84
H -4.51 4.30 -0.16
H -5.47 3.55 -1.47
H -3.70 3.44 -1.48
C 2.87 1.14 -4.17
Se 1.67 2.67 -4.02
C 0.50 2.22 -5.52
C -0.38 1.00 -5.32
Se -1.81 1.33 -4.02
C -2.63 -0.43 -4.18
H 3.40 1.19 -5.13
H 2.32 0.21 -4.08
H 3.59 1.22 -3.36
H 1.15 2.06 -6.38
H -0.09 3.12 -5.70
H 0.19 0.14 -4.97
H -0.86 0.75 -6.27
H -3.10 -0.53 -5.16
H -3.39 -0.49 -3.40
H -1.85 -1.18 -4.06
N -1.05 3.74 -1.54
C -0.30 4.33 -0.43
C -0.96 4.00 0.91
C -0.63 2.61 1.45
N -1.07 1.53 0.57
H -0.98 2.73 -1.49
H -0.61 4.00 -2.42
H -0.30 5.41 -0.56
H 0.75 4.01 -0.39
H -2.04 4.11 0.80
H -0.63 4.73 1.66
H -1.07 2.52 2.46
H 0.46 2.53 1.57
H -2.06 1.64 0.37
H -1.02 0.65 1.08
I 2.53 -2.59 -1.62
C 3.98 -3.26 0.23
C 4.80 -4.24 -0.28
C 5.81 -4.89 0.44
C 6.04 -4.55 1.74
C 5.24 -3.56 2.35
C 5.47 -3.23 3.71
C 4.69 -2.31 4.35
C 3.66 -1.68 3.64
C 3.41 -1.94 2.31
P 2.02 -1.04 1.48
C 0.97 -0.67 2.95
C 0.85 0.55 3.61
C -0.08 0.71 4.64
C -0.89 -0.35 5.02
C -0.77 -1.57 4.37
C 0.14 -1.72 3.34
C 2.83 0.59 1.13
C 3.61 1.30 2.04
C 4.11 2.55 1.73
C 3.85 3.11 0.49
C 3.11 2.41 -0.44
C 2.61 1.15 -0.13
C 4.20 -2.91 1.60
H 4.66 -4.53 -1.32
H 6.41 -5.66 -0.03
H 6.82 -5.03 2.33
H 6.27 -3.74 4.23
H 4.86 -2.06 5.39
H 3.03 -0.98 4.17
H 1.46 1.39 3.32
H -0.17 1.67 5.13
H -1.62 -0.22 5.81
H -1.42 -2.40 4.62
H 0.20 -2.66 2.80
H 3.83 0.86 3.01
H 4.71 3.09 2.46
H 4.24 4.10 0.24
H 2.91 2.84 -1.42
H 2.07 0.58 -0.88
Se 1.02 -2.06 -3.78